1.
A structure of composition C40H42AuGeN2PS3 in a non-equilibrium geometry. Source: the OMol25 dataset; level of theory: wB97M-V/def2-TZVPD.

The net charge is +3. The strongest force on any atom comes out at 5.46 eV/A. The expectation value of S² is 0.77. Its spin multiplicity is 2.

Atoms and positions in Å:
Au1 0.028 0.383 -0.235
C1 4.227 1.602 -2.838
C2 4.553 0.859 -1.546
S1 3.131 0.311 -0.531
C3 2.983 1.609 0.751
C4 2.321 2.889 0.285
S2 0.726 2.691 -0.594
C5 1.178 2.582 -2.381
C6 2.140 3.625 -2.905
S3 3.922 3.379 -2.550
H1 3.397 1.154 -3.380
H2 5.112 1.572 -3.476
H3 5.196 1.462 -0.907
H4 5.067 -0.072 -1.787
H5 3.987 1.824 1.122
H6 2.397 1.140 1.546
H7 2.967 3.445 -0.398
H8 2.089 3.525 1.142
H9 0.209 2.735 -2.860
H10 1.526 1.574 -2.597
H11 1.921 4.620 -2.516
H12 2.048 3.661 -3.991
N1 -2.337 -1.054 0.966
P1 -2.616 0.232 -0.152
C7 -4.424 0.024 -0.420
C8 -5.237 0.052 0.713
C9 -6.605 -0.065 0.547
C10 -7.150 -0.193 -0.721
C11 -6.332 -0.230 -1.835
C12 -4.958 -0.124 -1.687
C13 -2.623 1.743 0.842
C14 -2.488 1.767 2.224
C15 -2.565 2.977 2.891
C16 -2.750 4.155 2.179
C17 -2.853 4.135 0.796
C18 -2.784 2.930 0.124
C19 -1.462 -2.064 0.616
C20 -1.748 -3.410 0.869
C21 -0.826 -4.372 0.513
C22 0.364 -3.976 -0.100
C23 0.589 -2.634 -0.295
N2 -0.300 -1.700 0.062
H13 -3.190 -1.406 1.396
H14 -4.822 0.173 1.706
H15 -7.252 -0.052 1.411
H16 -8.220 -0.268 -0.844
H17 -6.754 -0.338 -2.821
H18 -4.310 -0.158 -2.549
H19 -2.361 0.835 2.758
H20 -2.494 3.006 3.967
H21 -2.822 5.092 2.706
H22 -2.986 5.057 0.251
H23 -2.866 2.896 -0.955
H24 -2.694 -3.676 1.315
H25 -1.025 -5.418 0.698
H26 1.094 -4.698 -0.426
H27 1.502 -2.267 -0.737
C24 1.678 -1.980 3.426
Ge1 0.170 -0.617 3.426
C25 -1.500 -1.468 4.254
C26 -2.519 -0.698 4.795
C27 -3.722 -1.298 5.134
C28 -3.887 -2.662 4.961
C29 -2.853 -3.431 4.454
C30 -1.653 -2.835 4.091
C31 0.722 0.832 4.778
C32 0.770 2.122 4.281
C33 1.510 3.109 4.926
C34 2.136 2.824 6.120
C35 2.048 1.544 6.693
C36 2.704 1.223 7.900
C37 2.537 -0.002 8.504
C38 1.708 -0.958 7.914
C39 1.081 -0.688 6.716
C40 1.274 0.530 6.040
H28 1.660 -2.558 4.344
H29 2.632 -1.464 3.349
H30 1.603 -2.659 2.582
H31 -2.386 0.359 4.974
H32 -4.514 -0.695 5.550
H33 -4.821 -3.127 5.238
H34 -2.964 -4.501 4.361
H35 -0.856 -3.444 3.687
H36 0.252 2.363 3.360
H37 1.585 4.091 4.483
H38 2.656 3.602 6.660
H39 3.373 1.959 8.324
H40 3.037 -0.222 9.436
H41 1.557 -1.905 8.409
H42 0.362 -1.392 6.316


2.
A structure of composition C40H42Br2F6IN6O2P2SSe2Sr in a non-equilibrium geometry. Source: the OMol25 dataset; level of theory: wB97M-V/def2-TZVPD.

The strongest force on any atom comes out at 3.73 eV/A. The expectation value of S² is 0.75. Its spin multiplicity is 2.

Atoms and positions in Å:
Sr1 0.256 -1.189 -0.077
C1 3.641 -1.304 -7.179
C2 3.335 -0.978 -5.750
C3 2.092 -0.463 -5.394
C4 1.798 -0.166 -4.073
C5 2.765 -0.371 -3.107
C6 4.008 -0.872 -3.440
C7 4.288 -1.181 -4.758
S1 2.406 -0.160 -1.365
O1 3.476 0.529 -0.696
O2 2.171 -1.519 -0.897
N1 1.007 0.591 -1.216
C8 0.938 1.915 -1.343
C9 1.898 2.684 -2.050
C10 1.792 4.048 -2.075
C11 0.708 4.671 -1.455
C12 -0.216 3.864 -0.836
N2 -0.103 2.546 -0.783
H1 2.747 -1.636 -7.702
H2 4.401 -2.078 -7.250
H3 4.023 -0.418 -7.687
H4 1.342 -0.307 -6.156
H5 0.829 0.227 -3.792
H6 4.734 -1.013 -2.656
H7 5.248 -1.597 -5.016
H8 2.718 2.170 -2.528
H9 2.542 4.638 -2.582
H10 0.594 5.742 -1.452
H11 -1.083 4.279 -0.344
Se1 -2.677 1.587 -2.798
P1 -3.136 1.866 -0.758
Se2 -1.681 1.128 0.727
C13 -3.564 3.602 -0.321
C14 -4.294 4.338 -1.244
C15 -4.762 5.594 -0.904
C16 -4.496 6.115 0.351
C17 -3.755 5.386 1.268
C18 -3.292 4.126 0.935
C19 -4.764 1.146 -0.298
C20 -5.713 0.919 -1.285
C21 -6.959 0.429 -0.939
C22 -7.250 0.155 0.388
C23 -6.305 0.392 1.373
C24 -5.065 0.900 1.034
H12 -4.484 3.924 -2.226
H13 -5.342 6.165 -1.615
H14 -4.866 7.092 0.622
H15 -3.543 5.798 2.243
H16 -2.715 3.542 1.642
H17 -5.460 1.109 -2.321
H18 -7.704 0.254 -1.701
H19 -8.214 -0.246 0.660
H20 -6.534 0.180 2.406
H21 -4.318 1.090 1.794
F1 -0.902 -1.824 1.526
P2 -1.510 -3.318 2.147
F2 -0.024 -3.925 1.936
F3 -2.936 -2.586 2.245
F4 -1.835 -3.734 0.609
F5 -2.062 -4.688 2.716
F6 -1.088 -2.781 3.600
Br1 5.303 -3.831 -1.525
C25 4.663 -4.318 0.184
C26 5.555 -4.320 1.246
C27 5.114 -4.634 2.519
C28 3.783 -4.955 2.726
C29 2.899 -4.992 1.661
C30 3.338 -4.671 0.387
I1 1.993 -4.814 -1.218
H22 6.592 -4.086 1.063
H23 5.814 -4.627 3.341
H24 3.419 -5.182 3.716
H25 1.868 -5.264 1.822
C31 -3.411 -1.910 -1.304
N3 -2.920 -2.407 -2.562
C32 -3.854 -2.242 -3.651
C33 -1.621 -2.704 -2.770
N4 -0.679 -2.345 -1.956
N5 -1.382 -3.418 -3.948
C34 -0.038 -3.444 -4.476
C35 -2.028 -4.716 -4.036
H26 -4.234 -2.541 -0.957
H27 -2.616 -1.928 -0.562
H28 -3.786 -0.890 -1.416
H29 -4.143 -1.189 -3.712
H30 -4.756 -2.834 -3.486
H31 -3.398 -2.527 -4.593
H32 0.206 -2.757 -2.236
H33 0.405 -2.453 -4.427
H34 -0.106 -3.737 -5.522
H35 0.619 -4.162 -3.964
H36 -2.968 -4.705 -3.493
H37 -1.385 -5.491 -3.604
H38 -2.212 -4.964 -5.083
Br2 2.180 -1.759 2.270
C36 1.761 -0.004 2.809
C37 1.886 0.350 4.147
C38 1.657 1.674 4.478
C39 1.340 2.573 3.468
C40 1.206 2.096 2.174
N6 1.397 0.824 1.855
H39 2.138 -0.396 4.883
H40 1.734 2.001 5.505
H41 1.183 3.618 3.685
H42 0.934 2.750 1.357


In the order shown, the computed energy values come out to -5406.48336; -13988.18335 Ha.